Molecular formula: C49H100ClI3N5O12
Method: DFT, ωB97M-V/def2-TZVPD

Values from the calculation:
Charge ... +1
LUMO level ... -3.15 eV
Electronic energy ... -4456.41891 Eh
Energy relative to the best compared isomer or geometry (same formula, charge and spin) ... 0.0 kJ/mol
Largest force on an atom ... 0.033 hartree/bohr

CARTESIAN COORDINATES (ANGSTROEM)
H  -4.36665  -2.87201  0.12495
H  1.25699  3.13322  6.58064
C  -6.07670  1.62987  -0.77959
C  9.26170  1.59464  3.76494
H  6.73657  2.14766  3.91388
H  3.08349  0.34116  -0.37677
I  -4.02108  5.33543  -2.83458
O  3.35263  4.75681  -7.35171
H  -3.73176  -5.24965  -2.87173
H  -3.24500  -0.67122  1.41556
O  3.82590  1.87638  0.72482
C  -2.67985  4.59990  -0.32868
H  -5.14229  -8.35510  -8.11089
H  -3.72677  3.09451  4.55213
H  1.28848  6.39911  -7.93389
H  11.90421  -0.17994  8.57412
H  8.93001  0.49565  9.28863
H  -1.88816  0.87432  -2.88113
H  10.62203  -1.38494  8.76713
H  10.20981  1.70342  9.09601
C  2.30300  3.08186  6.88739
O  -7.50826  -7.30719  -5.94604
C  -6.11950  -2.13700  -2.12387
C  -2.67914  -1.72288  -4.45917
H  0.91249  4.49543  -6.22471
H  -4.85218  -6.40254  -3.54619
H  -6.25289  -2.67619  -1.19417
H  7.42960  3.79252  -3.18787
H  4.53392  2.04294  1.36091
C  -2.07900  -0.10411  -2.44354
H  -1.43763  1.32348  3.28313
H  6.72347  -0.41435  2.56519
C  10.10429  0.28062  7.47615
H  2.80850  1.34132  5.73704
H  7.19918  -0.21003  4.24875
H  -6.72335  -5.20653  -3.03317
H  3.63179  -1.44643  1.30018
C  -4.56597  -6.32406  3.25090
H  -4.44983  -4.93586  -4.44910
H  3.49744  6.08192  -5.84560
H  5.66640  4.23235  -5.02813
H  5.06526  2.97550  -2.93275
H  2.79625  7.30975  -7.87976
C  -2.42091  -0.98703  -3.55078
C  -5.43579  1.73943  2.56231
H  -7.02677  -9.95465  -6.18208
N  -7.68822  1.50597  -2.44670
O  -6.53108  0.80541  -1.82672
O  7.02521  2.15467  2.99360
H  -4.50585  -6.85571  4.20074
H  10.08990  0.89357  3.66903
H  7.35041  2.28095  -2.26924
H  -3.52119  -4.94952  1.33741
H  3.71179  2.53687  3.77044
H  -3.58441  -3.04311  -1.42893
C  -4.64712  -5.33834  -3.45765
C  -2.18736  1.67176  0.17420
C  5.46006  3.16143  -5.03619
H  -6.00108  2.65025  -1.15695
C  -4.99160  2.25676  1.20620
C  3.61263  -0.38975  1.56931
H  -5.21516  3.83964  3.05201
I  -4.29306  2.08581  -3.68422
H  2.63874  -0.16191  2.00884
H  5.38969  0.84215  -1.13774
H  -0.84237  2.13664  -1.44868
C  -0.97446  2.00153  -0.38854
O  -4.20274  -0.66594  1.49224
H  -6.89779  -8.47771  -8.30435
H  1.58726  7.53144  -6.60543
H  2.35928  2.56348  7.84390
H  8.96034  1.61756  4.81287
C  5.73072  2.53483  -3.67810
C  -6.02495  -3.17357  -3.27030
C  5.22427  0.20025  -0.27390
C  7.56533  -0.18058  3.21848
C  9.45301  1.12069  8.56410
H  4.84150  3.17303  6.40245
H  -2.11347  -5.02818  3.32830
H  -6.89890  -3.10416  -3.91173
H  -5.27106  -9.83084  -5.99023
H  -5.45799  -6.65832  2.72122
H  6.08710  2.69882  -5.80276
H  8.32485  -0.95443  3.10359
H  2.68321  4.37468  -7.92918
C  3.15328  2.37112  5.84553
H  -1.10789  -0.42087  -2.06580
N  -2.35179  1.42299  1.43985
H  6.01792  0.40282  0.45104
H  8.40083  1.22823  1.83134
C  2.05541  6.79971  -7.26517
H  2.17315  4.14824  -5.03995
C  -5.51787  2.92582  3.56661
H  -4.09511  2.83765  1.36780
C  0.13735  2.14194  0.42416
C  -3.77350  3.95877  -1.18723
H  -3.24283  -7.61897  2.16405
H  -1.73815  4.58069  -0.87533
N  -4.67661  2.81596  4.74970
H  1.21203  5.63213  -4.89828
C  7.17523  2.73377  -3.24565
H  11.43188  1.61596  6.96299
H  -2.52034  4.07606  0.60884
H  3.48864  4.08810  4.58409
H  9.33331  -0.26038  6.92377
C  -6.27746  -7.93431  -6.30948
C  -3.40701  2.56391  -1.76472
H  -4.74986  1.01344  2.97651
C  2.70457  5.67444  -6.47451
C  -4.17218  -1.02241  -0.94396
C  -3.04320  -0.01002  -1.24142
Cl  -6.48755  -0.84485  0.68524
C  -4.78149  1.25620  0.02160
H  0.77967  1.99748  2.45432
H  -6.55149  3.08051  3.86821
H  9.61846  2.59194  3.50596
H  -4.98300  -0.50439  -2.76643
N  -4.97039  -1.25467  -2.10218
C  3.09759  3.07120  4.49638
C  -6.09627  -7.91441  -7.81925
H  8.73951  1.82215  8.13081
H  -5.70600  -4.66272  -1.71113
H  -5.13963  -2.90728  -3.84551
O  -2.07987  -2.45491  1.31780
H  2.66531  4.10178  7.04081
C  8.09402  1.20108  2.87838
C  -4.84884  -0.28708  0.31052
C  -1.29075  1.54160  2.23623
O  -3.44641  -5.89078  1.14729
H  -1.18520  -6.27936  2.50147
H  4.42263  3.01341  -5.33370
C  1.68961  4.94825  -5.60215
H  7.85216  2.25653  -3.95928
H  -6.85746  1.65710  -0.02122
H  -6.13738  -6.89212  -8.19548
H  4.36911  -0.21423  2.33831
H  5.97884  0.71574  -4.34653
H  -5.49704  -7.33179  -5.84154
H  -6.42914  1.30020  2.51053
H  -4.66162  1.87073  5.10756
I  -0.60747  -3.09033  -1.10041
C  11.10079  -0.71061  8.05629
H  -4.68353  -5.25677  3.46168
O  -8.64910  0.89799  -2.31025
C  -3.32410  -6.55912  2.40641
H  -2.96723  -2.40287  -5.22179
H  2.08016  3.13438  4.10468
C  3.87869  0.49288  0.35755
O  10.73975  1.12054  6.51194
C  -6.22156  -9.34990  -5.75661
H  5.30347  -0.83807  -0.59848
H  -2.37448  -0.31482  -0.43908
H  -2.40893  2.69490  -2.15205
C  -3.62504  -2.42409  -0.53897
H  -2.91577  5.64398  -0.16082
H  -5.70618  3.02164  0.90152
O  5.40810  1.14167  -3.69813
C  -0.04889  1.90579  1.76827
C  -2.06335  -6.10167  3.12242
H  -4.72404  4.01841  -0.68558
C  -2.28888  -2.55526  0.16189
H  -6.35119  -9.34259  -4.67426
H  -7.03588  -1.56091  -2.26119
H  1.10246  2.38476  0.00646
C  -5.83358  -4.62886  -2.79291
H  -8.22459  -7.81478  -6.34199
H  11.55416  -1.30518  7.26340
N  -3.41371  1.43302  -0.73921
O  4.50588  2.27704  6.28823
H  -1.93250  -6.62685  4.06888